Entry from OMol25: 2 unconnected molecules or ions with the total composition C8H17N at a distorted geometry (ωB97M-V/def2-TZVPD).

relative energy (zero: lowest compared OMol25 entry of this formula, charge and spin) = 83.0 kJ/mol
lowest unoccupied orbital energy = 1.038 eV
structure (SMILES) = [H]/N=C(/C)C(C)C.C=CC
Kohn-Sham gap = 10.28 eV
max |F| = 1.7 eV Å⁻¹
charge = 0
E_tot = -369.72242 hartree

Each atom is followed by the atoms it is bonded to, with distances in Å.
Positions of all 26 atoms, in Å:
1 N -0.052 -1.255 1.477  C4 1.264, H14 1.017
2 C 0.472 -2.008 -0.698  C4 1.502, H22 1.089, H25 1.087, H26 1.086
3 C 1.632 0.106 0.231  C4 1.546, C6 1.529, C7 1.520, H18 1.098
4 C 0.545 -0.982 0.396  N1 1.264, C2 1.502, C3 1.546
5 C -1.584 1.545 0.276  C9 1.335, H19 1.079, H24 1.075
6 C 1.704 0.670 -1.188  C3 1.529, H13 1.086, H17 1.087, H21 1.085
7 C 1.455 1.228 1.241  C3 1.520, H11 1.117, H16 1.089, H20 1.089
8 C -2.615 -0.684 -0.168  C9 1.497, H12 1.090, H15 1.086, H23 1.086
9 C -1.760 0.491 -0.524  C5 1.335, C8 1.497, H10 1.084
10 H -1.462 0.559 -1.564  C9 1.084
11 H 0.404 1.602 1.164  C7 1.117
12 H -3.665 -0.438 -0.325  C8 1.090
13 H 1.867 -0.110 -1.926  C6 1.086
14 H 0.031 -0.554 2.208  N1 1.017
15 H -2.377 -1.544 -0.787  C8 1.086
16 H 1.642 0.889 2.259  C7 1.089
17 H 2.528 1.375 -1.258  C6 1.087
18 H 2.572 -0.420 0.440  C3 1.098
19 H -1.178 2.474 -0.092  C5 1.079
20 H 2.131 2.055 1.030  C7 1.089
21 H 0.790 1.203 -1.433  C6 1.085
22 H 1.465 -2.396 -0.924  C2 1.089
23 H -2.467 -0.959 0.872  C8 1.086
24 H -1.980 1.542 1.276  C5 1.075
25 H 0.070 -1.565 -1.605  C2 1.087
26 H -0.168 -2.825 -0.379  C2 1.086

Entry from OMol25: 2 unconnected molecules or ions with the total composition C8H17N2 at a distorted geometry (ωB97M-V/def2-TZVPD).

relative energy (zero: lowest compared OMol25 entry of this formula, charge and spin) = 17.2 kJ/mol
lowest unoccupied orbital energy = -3.177 eV
Kohn-Sham gap = 11.09 eV
max |F| = 1.1 eV Å⁻¹
charge = +1
E_tot = -424.30830 hartree

Each atom is followed by the atoms it is bonded to, with distances in Å.
Positions of all 27 atoms, in Å:
1 N 0.328 -0.961 -1.773  C8 1.373, C9 1.336, H23 1.036
2 N 1.423 0.116 -3.267  C7 1.373, C9 1.336, H21 1.036
3 C -1.388 -1.964 1.276  C10 1.529, H12 1.103, H13 1.103, H26 1.103
4 C -0.187 1.653 2.152  C5 1.527, C6 1.529, H15 1.107, H24 1.107
5 C -0.401 0.375 1.342  C4 1.527, C10 1.527, H11 1.107, H16 1.107
6 C 0.597 2.711 1.377  C4 1.529, H20 1.103, H25 1.103, H27 1.103
7 C 1.123 -1.107 -3.814  N2 1.373, C8 1.370, H22 1.090
8 C 0.423 -1.795 -2.859  N1 1.373, C7 1.370, H14 1.090
9 C 0.938 0.202 -2.025  N1 1.336, N2 1.336, H18 1.090
10 C -1.184 -0.694 2.101  C3 1.529, C5 1.527, H17 1.107, H19 1.107
11 H 0.585 -0.037 1.055  C5 1.107
12 H -1.945 -1.730 0.354  C3 1.103
13 H -0.412 -2.396 0.998  C3 1.103
14 H -0.007 -2.797 -2.870  C8 1.090
15 H 0.356 1.399 3.082  C4 1.107
16 H -0.945 0.627 0.412  C5 1.107
17 H -0.639 -0.943 3.032  C10 1.107
18 H 1.023 1.053 -1.349  C9 1.090
19 H -2.169 -0.279 2.389  C10 1.107
20 H 0.056 2.983 0.455  C6 1.103
21 H 1.950 0.874 -3.738  N2 1.036
22 H 1.424 -1.389 -4.823  C7 1.090
23 H -0.145 -1.186 -0.879  N1 1.036
24 H -1.174 2.063 2.439  C4 1.107
25 H 1.590 2.318 1.099  C6 1.103
26 H -1.955 -2.718 1.848  C3 1.103
27 H 0.737 3.621 1.985  C6 1.103

Entry from OMol25: a gas-phase ion, C8H17N2OS (charge +1) at a distorted geometry (ωB97M-V/def2-TZVPD).

relative energy (zero: lowest compared OMol25 entry of this formula, charge and spin) = 316.2 kJ/mol
lowest unoccupied orbital energy = -5.706 eV
Kohn-Sham gap = 7.14 eV
max |F| = 3.9 eV Å⁻¹
charge = +1
E_tot = -897.60844 hartree

Each atom is followed by the atoms it is bonded to, with distances in Å.
Positions of all 29 atoms, in Å:
1 S 2.952 -1.312 -0.347  C5 1.796, C11 1.583
2 O 2.570 1.782 -0.107  C8 1.196
3 N 0.335 1.512 0.154  C8 1.363, C10 1.598, H29 1.030
4 N -0.931 -0.346 0.124  C7 1.453, C10 1.394, H27 1.058
5 C 3.859 -0.670 1.063  S1 1.796, H15 1.188, H16 1.030, H17 1.088
6 C -0.966 -2.638 0.036  C7 1.519, H18 1.113, H20 1.053, H24 1.046
7 C -1.545 -1.412 -0.649  N4 1.453, C6 1.519, H26 1.126, H28 1.117
8 C 1.587 1.110 -0.209  O2 1.196, N3 1.363, C11 1.499
9 C -1.453 1.389 -1.500  C10 1.489, H13 1.151, H14 1.088, H23 1.010
10 C -1.163 1.012 -0.088  N3 1.598, N4 1.394, C9 1.489, C12 1.532
11 C 1.768 -0.308 -0.660  S1 1.583, C8 1.499, H25 1.076
12 C -2.045 1.746 0.927  C10 1.532, H19 1.127, H21 1.062, H22 1.161
13 H -1.587 2.527 -1.394  C9 1.151
14 H -2.284 0.767 -1.826  C9 1.088
15 H 4.692 -1.451 1.393  C5 1.188
16 H 3.225 -0.752 1.871  C5 1.030
17 H 4.101 0.391 1.061  C5 1.088
18 H 0.012 -2.251 0.400  C6 1.113
19 H -2.985 1.127 0.976  C12 1.127
20 H -0.805 -3.508 -0.535  C6 1.053
21 H -2.249 2.769 0.732  C12 1.062
22 H -1.689 1.749 2.031  C12 1.161
23 H -0.657 1.043 -2.016  C9 1.010
24 H -1.525 -3.004 0.841  C6 1.046
25 H 1.259 -0.539 -1.579  C11 1.076
26 H -1.052 -1.402 -1.661  C7 1.126
27 H -1.054 -0.485 1.166  N4 1.058
28 H -2.654 -1.314 -0.740  C7 1.117
29 H 0.284 2.467 0.536  N3 1.030

Entry from OMol25: C8H17N3 in the gas phase at a distorted geometry (ωB97M-V/def2-TZVPD).

relative energy (zero: lowest compared OMol25 entry of this formula, charge and spin) = 225.1 kJ/mol
lowest unoccupied orbital energy = 0.886 eV
structure (SMILES) = CCN=C=NCCCN(C)C
Kohn-Sham gap = 8.75 eV
max |F| = 4.9 eV Å⁻¹
charge = 0
E_tot = -479.15051 hartree

Each atom is followed by the atoms it is bonded to, with distances in Å.
Positions of all 28 atoms, in Å:
1 N 2.248 2.093 1.476  C4 1.491, C5 1.429, C9 1.481
2 N -0.817 -1.392 -0.100  C6 1.460, C11 1.245
3 N -2.492 -1.856 -1.771  C7 1.493, C11 1.192
4 C 2.307 3.583 1.474  N1 1.491, H12 1.107, H20 1.090, H28 1.061
5 C 1.406 1.509 0.480  N1 1.429, C8 1.561, H13 1.116, H24 1.109
6 C -0.348 -0.023 -0.299  N2 1.460, C8 1.498, H19 1.169, H25 1.232
7 C -2.905 -3.267 -2.029  N3 1.493, C10 1.495, H23 1.140, H26 1.121
8 C 0.572 0.243 0.852  C5 1.561, C6 1.498, H21 1.125, H27 1.188
9 C 3.511 1.423 1.863  N1 1.481, H14 1.162, H15 1.074, H22 1.006
10 C -4.398 -3.323 -2.007  C7 1.495, H16 1.099, H17 1.160, H18 1.132
11 C -1.786 -1.679 -0.827  N2 1.245, N3 1.192
12 H 3.243 3.950 1.938  C4 1.107
13 H 2.104 1.304 -0.366  C5 1.116
14 H 4.201 1.220 0.951  C9 1.162
15 H 4.127 2.075 2.454  C9 1.074
16 H -4.664 -3.217 -0.946  C10 1.099
17 H -4.862 -4.265 -2.501  C10 1.160
18 H -4.780 -2.434 -2.593  C10 1.132
19 H -1.262 0.694 -0.161  C6 1.169
20 H 2.415 3.940 0.450  C4 1.090
21 H 0.092 0.494 1.838  C8 1.125
22 H 3.333 0.613 2.434  C9 1.006
23 H -2.530 -3.486 -3.083  C7 1.140
24 H 0.736 2.319 0.125  C5 1.109
25 H 0.269 0.131 -1.354  C6 1.232
26 H -2.436 -3.967 -1.289  C7 1.121
27 H 1.290 -0.673 1.088  C8 1.188
28 H 1.426 3.991 1.902  C4 1.061

Entry from OMol25: 2 unconnected molecules or ions with the total composition C8H17N3 at a distorted geometry (ωB97M-V/def2-TZVPD).

relative energy (zero: lowest compared OMol25 entry of this formula, charge and spin) = 515.0 kJ/mol
lowest unoccupied orbital energy (spin up / spin down) = -6.627 / -6.628 eV
Kohn-Sham gap (spin up / spin down) = 8.25 / 8.25 eV
max |F| = 5.6 eV Å⁻¹
charge = +2
E_tot = -478.44698 hartree

Each atom is followed by the atoms it is bonded to, with distances in Å.
Positions of all 28 atoms, in Å:
1 N 0.613 0.844 0.044  C6 1.492, C8 1.350, C11 1.309
2 N 2.120 -1.706 -0.142  C5 1.541, C9 1.487, H25 1.042, H28 1.062
3 N -0.659 2.650 1.093  C8 1.479, H17 1.086, H26 1.023, H27 1.035
4 C -2.506 -0.924 -0.067  C7 1.186, C10 1.546
5 C 1.821 -0.928 1.154  N2 1.541, C11 1.479, H15 1.082, H21 1.077
6 C 1.103 0.312 -1.261  N1 1.492, C9 1.547, H12 1.193, H14 1.092
7 C -1.716 -0.238 0.493  C4 1.186, H22 0.992
8 C -0.265 1.860 -0.094  N1 1.350, N3 1.479, H13 1.049
9 C 2.371 -0.544 -1.034  N2 1.487, C6 1.547, H19 1.092, H24 1.131
10 C -3.653 -1.570 -0.878  C4 1.546, H16 1.096, H20 1.076, H23 1.089
11 C 0.964 0.278 1.170  N1 1.309, C5 1.479, H18 1.074
12 H 0.193 -0.214 -1.827  C6 1.193
13 H -0.303 2.440 -0.967  C8 1.049
14 H 1.387 1.238 -1.765  C6 1.092
15 H 1.412 -1.696 1.798  C5 1.082
16 H -4.622 -1.084 -0.715  C10 1.096
17 H -1.654 2.955 0.783  N3 1.086
18 H 0.527 0.440 2.138  C11 1.074
19 H 3.113 0.139 -0.612  C9 1.092
20 H -3.341 -1.371 -1.888  C10 1.076
21 H 2.752 -0.568 1.559  C5 1.077
22 H -1.864 0.422 1.218  C7 0.992
23 H -3.716 -2.657 -0.870  C10 1.089
24 H 2.777 -1.026 -1.973  C9 1.131
25 H 1.355 -2.366 -0.395  N2 1.042
26 H -0.989 2.074 1.871  N3 1.023
27 H -0.204 3.563 1.269  N3 1.035
28 H 2.983 -2.323 -0.103  N2 1.062

Entry from OMol25: a gas-phase ion, C8H17N3 (charge +2) at a distorted geometry (ωB97M-V/def2-TZVPD).

relative energy (zero: lowest compared OMol25 entry of this formula, charge and spin) = 6.6 kJ/mol
lowest unoccupied orbital energy = -6.892 eV
structure (SMILES) = Cc1[nH+]cc(C(C)(C)[NH3+])n1C
Kohn-Sham gap = 10.17 eV
max |F| = 6.2 eV Å⁻¹
charge = +2
E_tot = -478.64063 hartree

Each atom is followed by the atoms it is bonded to, with distances in Å.
Positions of all 28 atoms, in Å:
1 N 1.960 1.511 -0.099  C4 1.373, C11 1.322, H16 0.993
2 N -2.015 -0.075 1.554  C8 1.611, H20 1.033, H25 1.011, H26 1.068
3 N 0.962 -0.524 -0.163  C4 1.353, C6 1.453, C10 1.362
4 C 2.128 0.157 -0.256  N1 1.373, N3 1.353, C5 1.548
5 C 3.567 -0.398 -0.389  C4 1.548, H13 1.117, H19 1.079, H28 1.133
6 C 0.887 -1.969 -0.027  N3 1.453, H18 1.122, H22 1.116, H24 1.088
7 C -1.844 -0.858 -0.782  C8 1.463, H14 1.072, H21 1.089, H27 1.181
8 C -1.480 0.271 0.074  N2 1.611, C7 1.463, C9 1.574, C10 1.484
9 C -2.290 1.599 -0.167  C8 1.574, H12 1.114, H15 1.109, H17 1.111
10 C -0.017 0.421 -0.125  N3 1.362, C8 1.484, C11 1.493
11 C 0.664 1.741 0.025  N1 1.322, C10 1.493, H23 1.133
12 H -3.043 1.434 -0.970  C9 1.114
13 H 3.629 -1.470 -0.696  C5 1.117
14 H -1.655 -1.761 -0.237  C7 1.072
15 H -1.536 2.363 -0.448  C9 1.109
16 H 2.524 2.255 0.238  N1 0.993
17 H -2.736 1.971 0.779  C9 1.111
18 H 0.537 -2.482 -0.962  C6 1.122
19 H 4.110 -0.235 0.529  C5 1.079
20 H -1.819 0.788 2.087  N2 1.033
21 H -1.159 -1.025 -1.612  C7 1.089
22 H 1.875 -2.381 0.285  C6 1.116
23 H 0.254 2.782 -0.160  C11 1.133
24 H 0.076 -2.264 0.635  C6 1.088
25 H -1.639 -0.937 1.921  N2 1.011
26 H -3.074 -0.138 1.428  N2 1.068
27 H -2.956 -0.839 -1.179  C7 1.181
28 H 4.091 0.061 -1.283  C5 1.133

Entry from OMol25: 2 unconnected molecules or ions with the total composition C8H17N3S at a distorted geometry (ωB97M-V/def2-TZVPD).

relative energy (zero: lowest compared OMol25 entry of this formula, charge and spin) = 0.0 kJ/mol
lowest unoccupied orbital energy = -6.537 eV
Kohn-Sham gap = 9.07 eV
max |F| = 5.3 eV Å⁻¹
charge = +2
E_tot = -876.77546 hartree

Each atom is followed by the atoms it is bonded to, with distances in Å.
Positions of all 29 atoms, in Å:
1 S -1.284 2.893 0.413  C6 1.672, C9 1.841
2 N 0.518 -3.685 -2.832  C10 1.507, H19 1.011, H24 1.027, H25 1.076
3 N 0.510 -0.886 -0.217  C11 1.420, C12 1.323, H26 0.983
4 N -1.590 -0.586 -0.215  C8 1.371, C12 1.337, H28 0.992
5 C -1.316 1.408 2.681  C6 1.523, H13 1.045, H15 1.119, H22 1.142
6 C -0.483 1.924 1.514  S1 1.672, C5 1.523, C7 1.491
7 C 0.936 2.130 1.922  C6 1.491, H18 1.064, H20 1.112, H23 1.031
8 C -1.407 -1.733 -0.942  N4 1.371, C11 1.365, H27 1.079
9 C 0.205 3.673 -0.337  S1 1.841, H16 1.073, H17 1.011, H21 1.180
10 C 0.706 -3.114 -1.450  N2 1.507, C11 1.476, H14 1.137, H29 1.185
11 C -0.059 -1.949 -0.967  N3 1.420, C8 1.365, C10 1.476
12 C -0.439 -0.096 0.257  N3 1.323, N4 1.337
13 H -1.448 2.235 3.305  C5 1.045
14 H 0.398 -4.020 -0.835  C10 1.137
15 H -0.830 0.610 3.296  C5 1.119
16 H 0.822 4.187 0.374  C9 1.073
17 H 0.654 2.991 -0.932  C9 1.011
18 H 1.100 2.920 2.616  C7 1.064
19 H 0.394 -2.895 -3.451  N2 1.011
20 H 1.455 1.271 2.403  C7 1.112
21 H -0.069 4.626 -0.975  C9 1.180
22 H -2.202 0.788 2.316  C5 1.142
23 H 1.648 2.275 1.192  C7 1.031
24 H 1.231 -4.402 -3.010  N2 1.027
25 H -0.403 -4.202 -3.040  N2 1.076
26 H 1.441 -0.761 0.076  N3 0.983
27 H -2.333 -2.146 -1.312  C8 1.079
28 H -2.372 0.016 -0.107  N4 0.992
29 H 1.794 -2.660 -1.341  C10 1.185

Entry from OMol25: 2 unconnected molecules or ions with the total composition C8H17N4OS at a distorted geometry (ωB97M-V/def2-TZVPD).

relative energy (zero: lowest compared OMol25 entry of this formula, charge and spin) = 0.0 kJ/mol
lowest unoccupied orbital energy = -4.412 eV
Kohn-Sham gap = 8.24 eV
max |F| = 2.9 eV Å⁻¹
charge = +1
E_tot = -1007.19339 hartree

Each atom is followed by the atoms it is bonded to, with distances in Å.
Positions of all 31 atoms, in Å:
1 S 1.959 2.722 0.911  C14 1.585
2 O 1.065 -0.787 1.540  C12 1.435, H30 0.966
3 N -0.620 2.106 0.178  C10 1.504, C14 1.198
4 N -2.654 2.766 -2.820  C8 1.329, H18 1.019, H25 1.015
5 N -0.645 1.631 -2.984  C7 1.511, C8 1.379, H29 1.022
6 N -2.625 0.558 -2.018  C8 1.399, C13 1.503, H28 1.018
7 C 0.198 0.946 -1.934  N5 1.511, C10 1.542, H16 1.106, H19 1.109
8 C -1.975 1.641 -2.619  N4 1.329, N5 1.379, N6 1.399
9 C 0.938 -2.319 3.401  C12 1.520, H17 1.091, H27 1.092, H31 1.094
10 C -0.543 0.814 -0.588  N3 1.504, C7 1.542, C13 1.543, H26 1.115
11 C 2.719 -2.542 1.646  C12 1.520, H20 1.091, H21 1.094, H23 1.092
12 C 1.278 -2.152 1.929  O2 1.435, C9 1.520, C11 1.520, H22 1.092
13 C -1.923 0.144 -0.755  N6 1.503, C10 1.543, H15 1.105, H24 1.111
14 C 0.428 2.378 0.690  S1 1.585, N3 1.198
15 H -1.875 -0.959 -0.690  C13 1.105
16 H 1.113 1.549 -1.786  C7 1.106
17 H 1.072 -3.352 3.722  C9 1.091
18 H -3.235 3.093 -2.049  N4 1.019
19 H 0.536 -0.028 -2.343  C7 1.109
20 H 2.906 -3.582 1.914  C11 1.091
21 H 3.410 -1.907 2.207  C11 1.094
22 H 0.606 -2.765 1.325  C12 1.092
23 H 2.952 -2.408 0.588  C11 1.092
24 H -2.561 0.495 0.084  C13 1.111
25 H -2.588 3.349 -3.648  N4 1.015
26 H 0.083 0.141 0.043  C10 1.115
27 H -0.096 -2.025 3.591  C9 1.092
28 H -2.760 -0.219 -2.662  N6 1.018
29 H -0.388 2.620 -2.963  N5 1.022
30 H 1.655 -0.232 2.068  O2 0.966
31 H 1.570 -1.676 4.020  C9 1.094